{
  "formula": "C15H19FN2Tb",
  "method": "ωB97M-V/def2-TZVPD",
  "charge": 3,
  "lumo_energy_ev": [-14.27, -12.56],
  "multiplicity": 7,
  "s_squared": 13.040,
  "gap_ev": [5.257, 6.988],
  "energy_ha": -1615.604701,
  "elements": ["C", "C", "C", "C", "C", "C", "N", "C", "C", "C", "C", "C", "F", "C", "C", "C", "C", "N", "H", "H", "H", "H", "H", "H", "H", "H", "H", "H", "H", "H", "H", "H", "H", "H", "H", "H", "H", "Tb"],
  "coordinates": [[0.256704, 3.482450, -1.825182], [-1.031951, 3.799141, -1.089749], [-2.303797, 3.230787, -1.730381], [-2.232656, 1.763404, -2.184223], [-1.907386, 0.890288, -1.029463], [-2.863877, 0.697257, -0.026278], [-2.692913, -0.008540, 1.109898], [-1.479937, -0.567928, 1.205027], [-1.160791, -1.404236, 2.340616], [0.080053, -2.016509, 2.471654], [1.076138, -1.857827, 1.486892], [2.438289, -2.478335, 1.581495], [3.299421, -1.395818, 1.580447], [2.724859, -3.389277, 0.402388], [4.104226, -4.059092, 0.543822], [0.786142, -1.045446, 0.356426], [-0.496822, -0.399064, 0.195625], [-0.696982, 0.336601, -0.891275], [0.490521, 2.422102, -1.873072], [1.082863, 3.965283, -1.310421], [0.250887, 3.874355, -2.838455], [-1.140780, 4.881460, -1.084034], [-0.981463, 3.514452, -0.029455], [-3.119638, 3.285670, -0.977961], [-2.649185, 3.844728, -2.554622], [-1.535035, 1.588988, -2.996555], [-3.215599, 1.476900, -2.561493], [-3.844351, 1.155588, -0.201860], [-1.903801, -1.557884, 3.110792], [0.309421, -2.626720, 3.333264], [2.570090, -3.004634, 2.524629], [1.959053, -4.165097, 0.368135], [2.669637, -2.827091, -0.527107], [4.534437, -4.173014, -0.443674], [4.780316, -3.477431, 1.160359], [4.008791, -5.044204, 0.987177], [1.529032, -0.869818, -0.408368], [-3.693916, 2.158508, 1.824981]],
  "atomic_forces_ev_per_a": [[0.3, 0.0, 0.2], [-0.3, 0.2, -0.4], [0.1, -0.1, 0.5], [-0.2, -0.1, -0.1], [0.2, 0.0, -0.3], [0.2, -0.7, -0.2], [0.5, 1.0, -1.0], [0.3, -0.8, 0.6], [0.6, -0.2, 0.1], [0.0, 0.1, -0.6], [-0.5, 0.1, 0.2], [0.0, 0.1, 0.0], [0.1, 0.2, -0.1], [0.1, -0.4, 0.1], [-0.2, 0.0, 0.0], [0.0, 0.1, 0.2], [-0.2, -0.1, 0.0], [-0.2, 0.0, 0.1], [-0.1, -0.1, 0.0], [0.1, 0.1, 0.0], [-0.1, 0.0, -0.1], [-0.1, 0.1, 0.2], [0.2, -0.2, 0.1], [-0.2, 0.2, 0.0], [0.0, 0.0, -0.2], [0.3, 0.1, 0.0], [-0.1, 0.0, -0.1], [-0.2, -0.4, -0.4], [-0.2, 0.0, 0.0], [-0.1, 0.0, 0.1], [-0.1, -0.1, 0.1], [-0.2, 0.0, -0.1], [0.0, 0.2, -0.1], [0.2, 0.0, -0.1], [0.1, 0.2, -0.1], [0.0, -0.1, 0.1], [0.1, 0.0, -0.1], [-0.5, 0.9, 1.3]]
}

{
  "formula": "C26H24Cl2N6O3S2Ti",
  "method": "ωB97M-V/def2-TZVPD",
  "charge": -2,
  "lumo_energy_ev": [4.28, 4.28],
  "gap_ev": [3.991, 4.274],
  "energy_ha": -4125.674611,
  "elements": ["Ti", "N", "C", "S", "N", "N", "C", "C", "C", "C", "C", "C", "C", "O", "H", "H", "H", "H", "H", "H", "H", "S", "C", "C", "C", "C", "C", "C", "N", "C", "C", "C", "C", "C", "C", "C", "H", "H", "H", "H", "H", "H", "H", "H", "C", "C", "N", "O", "C", "C", "N", "O", "H", "H", "H", "H", "H", "H", "H", "Cl", "C", "Cl", "H", "H"],
  "coordinates": [[0.613056, -0.449986, 0.482575], [0.189005, -0.992993, 5.057656], [0.390006, -1.102638, 3.658664], [1.683750, -0.113339, 2.992148], [-0.411623, -1.892104, 3.054890], [-0.141944, -2.204443, 1.688391], [-1.165753, -2.104269, 0.805159], [-2.322641, -1.229641, 1.030437], [-3.643533, -1.578513, 0.771951], [-4.693236, -0.722665, 1.104441], [-4.402825, 0.487254, 1.733853], [-3.085221, 0.868360, 1.964139], [-2.022125, 0.052725, 1.542798], [-0.769437, 0.434464, 1.559984], [1.016509, -0.664198, 5.525951], [-0.203074, -1.832646, 5.453567], [-1.209393, -2.871353, 0.041217], [-3.845903, -2.546102, 0.321556], [-5.719404, -1.000134, 0.893827], [-5.209372, 1.154506, 2.024596], [-2.855860, 1.818833, 2.433488], [-2.074993, 0.778781, -3.304632], [-2.345587, 2.088989, -2.210513], [-3.166086, 3.204685, -2.370565], [-3.202525, 4.140312, -1.354609], [-2.435129, 3.952091, -0.198696], [-1.634805, 2.833072, -0.043241], [-1.580355, 1.892528, -1.061621], [-0.808548, 0.734971, -1.061830], [-0.948136, 0.070230, -2.150817], [-0.251450, -1.179636, -2.396904], [-0.417351, -1.854729, -3.607966], [0.212988, -3.060411, -3.826454], [1.013045, -3.583729, -2.798783], [1.179024, -2.902654, -1.613139], [0.560271, -1.652449, -1.333649], [-3.759230, 3.332672, -3.269239], [-3.828694, 5.018582, -1.455802], [-2.468217, 4.689536, 0.594454], [-1.067759, 2.651294, 0.862134], [-1.047571, -1.427301, -4.384665], [0.087794, -3.588665, -4.763522], [1.507297, -4.541327, -2.937413], [1.801879, -3.371109, -0.859223], [4.739275, -2.022110, 0.375666], [3.443653, -1.283029, 0.258279], [2.350277, -1.699818, 0.782255], [2.359757, -2.881359, 1.451283], [3.317882, -0.023445, -0.439533], [4.403377, 0.615720, -1.234214], [2.118922, 0.524768, -0.390771], [1.907420, 1.653284, -1.005028], [4.547052, -3.044547, 0.689741], [5.381157, -1.550049, 1.126069], [5.269663, -2.031973, -0.579253], [1.364050, -2.930480, 1.657727], [5.392288, 0.335578, -0.863019], [4.283334, 1.698011, -1.182695], [4.335139, 0.341282, -2.295838], [1.655768, 5.760556, 1.076234], [1.439439, 4.066667, 0.471470], [1.410234, 2.880366, 1.752451], [2.262377, 3.824761, -0.184313], [0.502084, 4.028944, -0.061085]],
  "atomic_forces_ev_per_a": [[-2.2, -2.1, 1.9], [0.0, 0.2, -0.2], [0.2, 0.2, 0.1], [-0.4, -0.2, 0.1], [-0.3, -0.5, -0.4], [0.6, 0.8, 0.4], [0.4, 0.7, -0.3], [0.2, -0.5, 0.0], [-0.1, 0.0, 0.0], [0.1, 0.0, 0.0], [0.1, -0.1, 0.0], [0.0, 0.0, 0.0], [0.0, 0.2, 0.2], [-0.9, 0.7, 0.3], [0.1, 0.0, 0.0], [0.0, -0.1, 0.0], [-0.1, 0.0, -0.1], [0.0, 0.0, 0.0], [0.0, 0.0, 0.0], [0.0, 0.0, 0.0], [0.0, 0.0, 0.0], [0.0, -0.1, -0.2], [-0.2, 0.1, -0.2], [0.1, -0.1, 0.0], [0.1, 0.0, 0.1], [0.0, 0.0, 0.0], [-0.1, 0.2, 0.3], [0.3, -0.2, 0.1], [0.1, 0.0, 0.4], [-0.1, -0.3, -0.6], [0.1, 0.1, 0.2], [-0.1, 0.0, -0.1], [0.1, -0.1, 0.1], [-0.2, 0.0, -0.3], [-0.1, 0.3, 0.2], [-0.1, -0.2, -0.5], [0.0, 0.0, 0.0], [0.0, 0.0, 0.0], [0.0, 0.0, 0.0], [0.0, 0.0, -0.1], [0.0, 0.0, 0.0], [0.0, 0.0, 0.0], [0.0, 0.0, 0.0], [0.0, 0.1, 0.0], [0.0, 0.0, 0.0], [0.1, -0.1, -0.2], [0.4, 0.1, -0.5], [-0.1, -0.2, 0.1], [-0.2, 0.2, 0.0], [0.1, 0.0, 0.0], [1.4, 0.8, -1.0], [0.2, 0.0, 0.0], [0.0, 0.0, 0.0], [0.0, 0.0, 0.0], [0.0, 0.0, 0.0], [0.0, 0.0, 0.0], [0.0, 0.0, 0.0], [0.0, 0.0, 0.0], [0.0, 0.0, 0.0], [0.0, -0.1, -0.1], [0.2, -0.1, 0.0], [0.0, 0.2, 0.3], [0.1, 0.1, -0.1], [-0.1, 0.1, -0.1]]
}

{
  "formula": "C4H4O",
  "method": "ωB97M-V/def2-TZVPD",
  "lumo_energy_ev": [-2.04, -2.32],
  "gap_ev": [8.099, 7.390],
  "energy_ha": -229.691682,
  "elements": ["C", "C", "C", "C", "O", "H", "H", "H", "H"],
  "coordinates": [[3.876418, -0.395880, -0.130924], [2.728992, -0.173805, -0.198816], [0.458923, 0.407501, -0.019307], [-0.733044, -0.103281, -0.295086], [-1.441641, -1.199427, -0.065464], [1.081846, -0.206450, 0.695542], [0.682169, 1.374784, -0.482722], [-1.350446, 0.511727, -0.979471], [-0.796283, -1.785577, 0.277997]],
  "atomic_forces_ev_per_a": [[5.9, -1.1, 0.4], [-5.8, 0.9, -0.7], [0.9, -1.1, 1.1], [-2.3, 2.4, -3.2], [0.5, 0.2, 0.3], [-0.3, 1.3, -0.2], [0.2, -0.6, 0.7], [0.3, 0.0, 0.6], [0.6, -1.9, 1.0]]
}

{
  "formula": "C2H8",
  "method": "ωB97M-V/def2-TZVPD",
  "lumo_energy_ev": 1.12,
  "gap_ev": 14.472,
  "energy_ha": -80.981471,
  "elements": ["C", "H", "H", "H", "H", "C", "H", "H", "H", "H"],
  "coordinates": [[-1.044020, 2.545619, 6.370098], [-1.988239, 3.093699, 6.235688], [-0.748600, 2.083749, 5.416468], [-1.179450, 1.762339, 7.130447], [-0.258960, 3.242708, 6.698327], [-3.630669, 5.028418, -0.055890], [-4.420198, 5.198067, -0.802800], [-2.713769, 4.690658, -0.561060], [-3.960329, 4.259489, 0.658300], [-3.428099, 5.965788, 0.482900]],
  "atomic_forces_ev_per_a": [[0.0, 0.0, 0.0], [0.3, -0.2, 0.0], [-0.1, 0.2, 0.4], [0.0, 0.3, -0.3], [-0.3, -0.3, -0.1], [0.0, 0.0, 0.0], [0.3, -0.1, 0.3], [-0.3, 0.1, 0.2], [0.1, 0.3, -0.3], [-0.1, -0.3, -0.2]]
}

{
  "formula": "C12H17BN6O2Pb",
  "method": "ωB97M-V/def2-TZVPD",
  "charge": 2,
  "lumo_energy_ev": [-10.95, -10.27],
  "gap_ev": [4.136, 4.840],
  "energy_ha": -1163.518343,
  "elements": ["C", "N", "N", "C", "C", "B", "N", "N", "C", "C", "C", "Pb", "N", "N", "C", "C", "C", "H", "H", "H", "H", "H", "H", "H", "H", "H", "H", "H", "C", "H", "H", "H", "C", "C", "O", "O", "H", "H", "H"],
  "coordinates": [[2.880159, 0.046524, -0.171597], [1.630434, 0.078851, -0.695058], [1.770431, 0.116636, -2.071916], [3.078229, 0.067139, -2.391087], [3.816584, 0.029825, -1.211281], [0.563486, 0.240670, -3.049877], [-0.445287, -0.899662, -2.748224], [-1.023292, -1.053271, -1.496966], [-1.872769, -2.097933, -1.594980], [-1.808384, -2.647662, -2.890911], [-0.888162, -1.862817, -3.583846], [0.248200, -1.036182, 1.178811], [-0.126194, 1.619960, -2.756257], [-0.472857, 1.859406, -1.456397], [-1.000054, 3.075425, -1.391687], [-1.006702, 3.656564, -2.678712], [-0.443008, 2.692262, -3.524648], [-1.341711, 3.475456, -0.449763], [-0.240650, 2.676149, -4.586456], [-1.364178, 4.627242, -2.939929], [0.925889, 0.196000, -4.187600], [-0.509050, -1.916702, -4.594827], [3.372916, 0.065674, -3.432369], [-2.350631, -3.492322, -3.270329], [4.886120, -0.004004, -1.117221], [-2.476052, -2.440063, -0.757749], [3.055641, 0.024134, 0.900102], [-2.059618, -0.584317, 1.697852], [-2.008455, -1.449442, 2.388500], [-2.715193, -2.226627, 2.083272], [-1.019930, -1.960139, 2.501463], [-2.257583, -1.089833, 3.391547], [0.370144, 1.929041, 4.392826], [0.261134, 0.995849, 3.208376], [-0.698071, 1.137689, 2.395982], [1.145924, 0.047038, 3.068709], [0.286691, 2.958659, 4.028004], [1.319966, 1.783156, 4.907381], [-0.444320, 1.791628, 5.118258]],
  "atomic_forces_ev_per_a": [[-0.8, -0.1, -1.5], [0.7, 0.1, 0.2], [-0.6, -0.3, 0.7], [0.3, 0.1, 0.6], [0.0, 0.0, -0.5], [1.2, 0.5, 0.6], [-0.8, -1.7, -1.9], [-1.8, -1.8, 0.2], [1.0, 1.2, 0.4], [-1.2, -0.9, 1.1], [2.3, 3.0, 0.3], [2.0, 1.8, -0.4], [-0.4, 1.4, -2.1], [-0.9, 1.1, 1.1], [0.4, -0.5, -0.2], [-0.6, 0.9, 1.6], [1.5, -3.5, 0.0], [0.0, 0.0, -0.1], [-0.1, 0.2, 0.0], [-0.2, 0.4, -0.2], [-0.1, -0.1, 0.1], [-0.1, -0.1, 0.0], [0.1, 0.0, 0.2], [-0.1, -0.2, -0.1], [0.1, 0.0, 0.0], [0.2, 0.2, -0.2], [-0.1, 0.1, -0.2], [0.0, -0.4, 0.4], [-0.8, -0.6, 0.7], [0.1, 0.1, 0.1], [-1.5, 0.0, 0.6], [-0.1, 0.0, -0.3], [0.2, 0.1, 0.0], [-0.1, -0.3, 0.1], [1.2, -0.9, -0.3], [-1.1, 0.5, -0.7], [0.1, -0.2, 0.1], [-0.1, 0.0, -0.1], [0.1, -0.2, -0.4]]
}

{
  "formula": "C9H11NO3S",
  "method": "ωB97M-V/def2-TZVPD",
  "lumo_energy_ev": 0.21,
  "gap_ev": 9.409,
  "energy_ha": -1028.065409,
  "elements": ["C", "C", "C", "C", "C", "C", "C", "C", "C", "N", "O", "O", "O", "S", "H", "H", "H", "H", "H", "H", "H", "H", "H", "H", "H"],
  "coordinates": [[3.029023, 1.073728, -0.177453], [2.514761, 0.491108, -1.325390], [2.775623, 0.504170, 1.080224], [1.525774, -0.472719, -1.198231], [1.812630, -0.470454, 1.181482], [1.118551, -0.918427, 0.055972], [-3.767786, 0.021431, -0.466048], [0.031553, -1.936743, 0.159634], [-2.387335, -0.400343, -0.901230], [-0.494410, 1.347377, 1.657816], [-1.178041, 1.678513, 2.563236], [-1.040226, 1.661812, 0.390891], [-1.722827, -0.295027, -1.947228], [-1.623560, -1.261087, 0.528533], [3.847292, 1.812704, -0.333460], [2.842269, 0.848912, -2.245998], [3.266581, 0.871448, 2.116538], [0.904128, -0.746324, -2.010556], [1.411437, -0.530667, 2.235624], [-3.775076, 0.481428, 0.570036], [-4.240538, 0.812211, -0.971479], [-4.344968, -0.819218, -0.717517], [-0.155042, -2.535485, -0.784817], [0.152492, -2.590331, 0.931571], [-0.502303, 1.371973, -0.392150]],
  "atomic_forces_ev_per_a": [[2.3, -0.3, 0.2], [-0.9, -0.1, 1.8], [1.1, 1.5, 1.6], [-0.3, 0.4, 0.7], [-1.2, 0.7, 1.6], [0.7, -0.4, -0.1], [1.2, 1.4, 0.9], [-1.6, 1.4, -3.7], [3.5, -0.4, -1.0], [0.3, 0.1, 0.6], [0.4, -0.2, -2.1], [-0.9, 1.0, 0.1], [-2.5, 0.2, 2.2], [-1.2, -0.1, 0.5], [-0.8, -0.4, 0.4], [0.3, 0.5, -1.6], [-1.1, -0.6, -2.9], [-0.1, -0.6, -1.0], [0.4, -1.0, -1.3], [0.1, -1.6, -0.8], [0.0, 1.1, -1.6], [-1.2, -1.3, 0.7], [0.8, 0.7, 1.0], [0.5, -1.8, 2.2], [0.2, -0.1, 1.5]]
}